Model one:
Molecular formula: C4H8NO
Method: DFT, wB97M-V/def2-TZVPD

XYZ file:
```
14
C4H8NO | the Open Molecules 2025 dataset | wB97M-V/def2-TZVPD
C -0.756 1.314 -0.004
C 0.422 0.413 -0.335
C -0.050 -0.813 0.284
C 1.791 0.898 0.104
N -1.343 -1.301 -0.100
O -1.902 1.132 0.105
H 0.356 0.424 -1.431
H 0.185 -0.970 1.328
H 1.903 1.960 -0.096
H 2.563 0.362 -0.439
H 1.932 0.727 1.168
H -2.079 -0.482 0.040
H -1.632 -2.105 0.468
H -1.391 -1.560 -1.093
```

Spin multiplicity: 1
HOMO (spin up / spin down) (eV): -13.63 / -13.20
LUMO (spin up / spin down) (eV): -4.95 / -5.21
Net charge: +1

---

Model two:
Molecular formula: C4H8NO
Method: DFT, wB97M-V/def2-TZVPD

XYZ file:
```
14
C4H8NO | the Open Molecules 2025 dataset | wB97M-V/def2-TZVPD
C 1.689 0.062 -1.595
N 1.097 0.283 -0.535
C 1.306 -0.068 1.171
C 0.041 0.184 0.430
O -0.958 -0.714 0.322
C -2.255 -0.215 0.250
H 1.267 0.228 -2.555
H 2.731 -0.347 -1.709
H 1.979 0.636 1.679
H 1.494 -1.070 1.513
H -0.463 1.086 0.506
H -2.869 -0.697 -0.573
H -2.160 0.874 0.035
H -2.897 -0.241 1.062
```

Spin multiplicity: 1
HOMO (eV): -15.32
Structure (SMILES): C=[N+]1C[C@@H]1OC
LUMO (eV): -5.03
Net charge: +1

---

Most stable structure, least stable structure: model one, model two.

---

Model one:
Molecular formula: C4H8NO
Method: DFT, wB97M-V/def2-TZVPD

XYZ file:
```
14
C4H8NO | the Open Molecules 2025 dataset | wB97M-V/def2-TZVPD
C -0.375 -1.740 -0.613
C -1.621 -1.474 -0.141
C 0.083 -0.543 0.279
C 0.728 1.714 0.510
N 0.590 0.601 -0.425
O -1.256 -0.363 0.633
H -0.028 -2.475 -1.254
H -2.513 -2.047 -0.247
H 0.734 -0.951 1.070
H -0.282 1.671 0.989
H 1.666 1.821 1.169
H 0.719 2.709 -0.114
H 1.540 0.331 -0.643
H 0.015 0.747 -1.212
```

Spin multiplicity: 1
HOMO (eV): -13.99
LUMO (eV): -3.55
Net charge: +1

---

Model two:
Molecular formula: C4H8NO
Method: DFT, wB97M-V/def2-TZVPD

XYZ file:
```
14
C4H8NO | the Open Molecules 2025 dataset | wB97M-V/def2-TZVPD
C 2.091 0.879 -0.086
C 1.336 -0.217 0.135
N 0.083 -0.298 -0.492
C -1.017 -1.283 -0.159
C -1.089 0.081 0.312
O -1.880 1.052 -0.187
H 2.981 0.969 0.494
H 1.819 1.706 -0.624
H 1.550 -1.038 0.898
H -0.031 0.221 -1.410
H -0.623 -2.021 0.515
H -1.740 -1.588 -1.005
H -0.710 0.237 1.330
H -2.769 1.300 0.279
```

Spin multiplicity: 1
HOMO (eV): -14.79
Structure (SMILES): C=C[N@H+]1C[C@@H]1O
LUMO (eV): -3.34
Net charge: +1

---

Model three:
Molecular formula: C4H8NO
Method: DFT, wB97M-V/def2-TZVPD

XYZ file:
```
14
C4H8NO | the Open Molecules 2025 dataset | wB97M-V/def2-TZVPD
O 0.603 -2.057 0.077
C 0.220 -0.782 0.170
C -1.204 -0.091 0.088
N -0.614 1.050 -0.588
C 0.799 0.426 -0.622
C 0.969 0.147 1.083
H 0.363 -2.575 -0.779
H -2.049 -0.478 -0.612
H -1.793 0.178 1.064
H -0.992 1.199 -1.586
H -0.476 1.826 -0.051
H 1.668 0.481 -1.162
H 2.010 -0.173 1.226
H 0.497 0.848 1.692
```

Spin multiplicity: 1
HOMO (eV): -14.62
Structure (SMILES): O[C@]12C[NH2+][C@H]1C2
LUMO (eV): -3.62
Net charge: +1

---

Model four:
Molecular formula: C4H8NO
Method: DFT, wB97M-V/def2-TZVPD

XYZ file:
```
14
C4H8NO | the Open Molecules 2025 dataset | wB97M-V/def2-TZVPD
C 0.582 -0.800 1.003
C -0.979 -1.178 0.894
C 0.122 0.511 0.435
C 1.408 0.991 -1.778
N -1.334 0.149 0.403
O 1.568 -1.377 1.324
H -1.095 -1.986 0.082
H -1.562 -1.550 1.730
H 0.494 1.376 1.117
H 2.385 0.556 -1.555
H 1.270 2.056 -1.838
H 0.746 0.452 -2.413
H -1.700 0.221 -0.472
H -1.905 0.580 1.069
```

Spin multiplicity: 1
HOMO (spin up / spin down) (eV): -13.84 / -13.69
LUMO (spin up / spin down) (eV): -5.47 / -5.97
Net charge: +1

---

Most stable structure, least stable structure: model two, model four.

---

Model one:
Molecular formula: C4H8NO
Method: DFT, wB97M-V/def2-TZVPD

XYZ file:
```
14
C4H8NO | the Open Molecules 2025 dataset | wB97M-V/def2-TZVPD
C -0.041 1.195 0.124
N 0.255 0.504 1.425
C -0.125 -0.876 0.912
C -0.279 -0.135 -0.632
C 0.249 -0.632 -1.881
O -1.161 -0.466 -1.590
H 0.795 1.970 -0.080
H -0.974 1.641 0.162
H 1.257 0.501 1.799
H -0.407 0.916 2.153
H -1.096 -1.198 1.290
H 0.551 -1.656 0.963
H 0.610 -0.102 -2.740
H 0.369 -1.662 -1.905
```

Spin multiplicity: 1
HOMO (eV): -14.86
Structure (SMILES): C1[NH2+]CC12CO2
LUMO (eV): -3.86
Net charge: +1

---

Model two:
Molecular formula: C4H8NO
Method: DFT, wB97M-V/def2-TZVPD

XYZ file:
```
14
C4H8NO | the Open Molecules 2025 dataset | wB97M-V/def2-TZVPD
C 0.097 0.197 -0.895
C -1.448 -0.413 -0.386
C 2.218 -0.079 0.941
C 1.260 -0.052 -0.099
N -2.017 0.407 0.512
O 2.094 -1.011 -0.254
H -0.025 1.272 -0.930
H 0.261 -0.232 -1.985
H -1.079 -1.367 0.034
H -1.813 -0.615 -1.382
H 2.953 0.728 1.054
H 1.960 -0.760 1.777
H -1.807 0.677 1.449
H -2.654 1.248 0.167
```

Spin multiplicity: 1
HOMO (spin up / spin down) (eV): -13.69 / -13.69
LUMO (spin up / spin down) (eV): -5.42 / -5.42
Net charge: +1

---

Most stable structure, least stable structure: model one, model two.

---

Model one:
Molecular formula: C4H8NO
Method: DFT, wB97M-V/def2-TZVPD

XYZ file:
```
14
C4H8NO | the Open Molecules 2025 dataset | wB97M-V/def2-TZVPD
C 1.305 1.733 -1.263
C 0.064 1.188 -0.549
C -0.155 -0.032 -0.313
O 0.327 -1.288 -0.503
C -0.934 -1.228 0.134
N -0.896 -1.589 1.590
H 2.124 1.043 -1.290
H 1.484 2.554 -0.579
H 1.123 2.253 -2.270
H -0.473 1.999 -0.148
H -1.704 -1.544 -0.528
H -0.338 -2.568 1.542
H -1.804 -1.637 2.123
H -0.124 -0.886 2.053
```

Spin multiplicity: 1
HOMO (eV): -13.69
Structure (SMILES): C/C=C1\O[C@H]1[NH3+]
LUMO (eV): -4.21
Net charge: +1

---

Model two:
Molecular formula: C4H8NO
Method: DFT, wB97M-V/def2-TZVPD

XYZ file:
```
14
C4H8NO | the Open Molecules 2025 dataset | wB97M-V/def2-TZVPD
C -2.730 0.089 0.550
C -1.129 0.281 -0.213
C 0.401 0.458 0.268
C 1.224 -0.769 0.281
N 0.707 1.649 0.656
O -3.472 -0.012 -0.451
H -1.092 -0.537 -0.828
H -1.443 1.130 -0.781
H 0.937 -1.273 1.196
H 2.291 -0.574 0.258
H 0.895 -1.336 -0.602
H 0.130 2.430 0.445
H 1.682 1.816 0.979
H -3.183 -0.206 -1.410
```

Spin multiplicity: 1
HOMO (eV): -13.16
LUMO (eV): -4.72
Net charge: +1

---

Model three:
Molecular formula: C4H8NO
Method: DFT, wB97M-V/def2-TZVPD

XYZ file:
```
14
C4H8NO | the Open Molecules 2025 dataset | wB97M-V/def2-TZVPD
C -0.709 0.398 -0.047
C -1.961 0.588 -0.288
C 1.999 0.879 0.107
C -3.259 0.338 0.358
N 1.842 2.136 0.154
O 0.485 0.176 -0.300
H -1.885 1.108 -1.251
H 2.111 0.364 1.093
H -3.565 1.169 1.046
H -3.074 -0.490 1.146
H -4.102 0.107 -0.278
H 1.254 2.499 0.924
H 1.768 2.630 -0.717
H 2.557 0.443 -0.752
```

Spin multiplicity: 1
HOMO (eV): -14.17
LUMO (eV): -4.56
Net charge: +1

---

Model four:
Molecular formula: C4H8NO
Method: DFT, wB97M-V/def2-TZVPD

XYZ file:
```
14
C4H8NO | the Open Molecules 2025 dataset | wB97M-V/def2-TZVPD
C 0.425 1.291 -0.094
C 1.167 0.331 0.631
C 1.573 -0.468 -0.555
C -2.931 -0.177 0.438
N 0.163 -0.071 -0.372
O 1.808 -1.728 -0.315
H -0.231 1.815 0.451
H 0.894 1.875 -0.908
H 1.257 0.040 1.616
H 2.122 0.031 -1.377
H -3.972 -0.086 0.389
H -2.087 -0.076 -0.260
H -2.659 -0.682 1.384
H 2.473 -2.094 -1.028
```

Spin multiplicity: 1
HOMO (spin up / spin down) (eV): -13.30 / -13.54
LUMO (spin up / spin down) (eV): -9.28 / -8.85
Net charge: +1

---

Most stable structure, least stable structure: model three, model four.